Entry 1:
C21H27N6O6S2Zn | ωB97M-V/def2-TZVPD

Geometry (Å):
C: 1.715 2.237 -4.437
C: -0.989 1.760 3.580
Zn: -0.251 -1.177 0.570
H: 2.378 2.808 -5.083
C: -3.803 -3.652 0.075
O: 1.793 -3.493 -0.371
C: -0.977 0.834 2.436
O: 0.098 0.580 1.824
C: 3.263 1.439 0.406
H: 0.602 4.000 -3.899
H: 1.261 0.985 3.108
O: 1.378 1.493 3.945
N: -2.060 -0.740 1.346
O: 3.221 -2.056 0.955
N: -1.027 -0.781 -1.795
C: 1.165 -2.890 -3.333
H: 0.935 1.789 -5.048
H: 2.275 1.437 -3.960
N: -1.554 -2.867 -0.083
H: 4.316 1.353 0.146
H: 1.871 3.580 -2.753
H: 0.264 -3.463 -3.547
H: -0.814 2.445 -2.972
C: -2.820 -2.682 0.313
H: 1.937 -3.169 -4.047
H: 2.913 0.448 0.686
S: -1.499 2.243 -0.590
N: 0.116 2.468 -2.577
C: 1.094 3.159 -3.388
C: -3.072 -1.482 1.063
C: -1.212 -3.973 -0.707
H: 3.158 2.120 1.248
H: 2.519 1.198 -1.588
N: -2.158 0.256 2.199
H: -1.826 -5.858 -1.539
O: 0.861 -2.349 1.570
H: -3.058 2.171 3.393
H: 1.025 2.901 6.038
H: 0.579 -1.102 -4.435
H: 1.498 -3.130 -2.320
C: -2.136 -4.970 -1.008
H: -4.812 -3.488 0.421
H: -4.062 -1.262 1.461
C: -2.184 2.338 3.999
C: -1.083 3.289 5.895
H: -4.191 -5.572 -0.797
H: -1.116 3.854 6.815
O: 1.406 -1.095 -0.368
C: -3.454 -4.804 -0.603
H: 0.845 1.777 0.477
C: 0.037 2.289 -1.227
N: 1.097 2.191 -0.416
C: -2.236 3.104 5.144
C: 0.188 1.988 4.311
H: 2.922 2.883 -1.150
C: 2.475 1.946 -0.791
H: -0.154 -4.061 -0.930
H: 1.784 -0.832 -3.147
H: -3.170 3.546 5.462
C: 0.115 2.749 5.480
S: 1.885 -2.293 0.458
C: -0.154 -1.028 -2.495
C: 0.885 -1.388 -3.422

E_HOMO: -5.064 eV
Total charge: -1
Max |F|: 2.75 eV/A

=====

Entry 2:
C21H27N9O3 | ωB97M-V/def2-TZVPD

Geometry (Å):
H: -8.145 -2.941 0.661
H: 1.659 4.372 0.725
H: -7.271 -3.797 -0.617
C: -7.363 -2.852 -0.089
H: -8.551 2.110 -0.287
H: 3.208 3.095 2.178
H: -5.254 -2.412 -0.193
C: 4.147 4.986 1.799
H: -8.303 0.005 0.986
N: 3.110 1.746 -0.807
N: 3.987 -3.629 1.545
C: 4.715 2.803 0.677
C: -0.442 0.156 -0.870
H: 1.557 1.913 0.635
H: 5.144 3.353 -0.162
H: 4.948 0.917 -0.343
N: 5.850 -3.055 0.195
H: 3.352 5.572 2.256
C: -3.766 -0.141 0.230
H: 4.936 4.843 2.533
C: 4.156 1.481 0.156
C: -6.036 -2.505 0.574
H: 4.456 -4.430 1.927
N: 1.826 -2.172 0.550
H: -3.674 -0.949 0.966
N: -2.760 0.292 -0.416
C: -5.235 1.622 -0.683
H: -1.448 -1.007 0.488
H: -5.749 -3.287 1.283
C: -6.474 2.214 -0.812
O: -6.102 -1.321 1.355
C: 2.731 0.618 -1.635
C: 2.495 3.824 0.289
H: 2.019 0.977 -2.383
C: 3.611 3.642 1.317
H: 3.629 0.232 -2.123
H: 3.792 0.883 1.015
C: 4.019 -1.891 -0.243
C: 2.004 2.469 -0.211
C: 4.597 -2.946 0.567
H: -6.581 3.126 -1.378
H: 1.231 2.604 -0.969
C: -7.449 0.463 0.511
H: 4.554 5.552 0.964
H: 2.876 4.394 -0.559
C: -5.078 0.442 0.046
H: 5.509 2.600 1.398
C: -7.581 1.642 -0.202
N: 4.945 -1.439 -1.041
O: 6.052 -2.135 -0.778
N: -1.558 -0.251 -0.195
C: 0.747 -0.608 -0.447
N: 0.673 -1.663 0.403
H: 2.981 -3.554 1.589
C: 2.070 -0.466 -0.854
N: 2.709 -1.474 -0.195
C: -6.210 -0.150 0.631
O: -0.421 1.019 -1.719
H: -4.356 2.057 -1.132
H: -7.646 -2.078 -0.800

SMILES string: CCOc1ccccc1/C=N/NC(=O)c1nnn(-c2nonc2N)c1CN1CCC(C)CC1
E_HOMO: -8.513 eV
Total charge: 0
Max |F|: 2.05 eV/A

=====

Entry 3:
C21H27NO3S | ωB97M-V/def2-TZVPD

Geometry (Å):
C: 2.785 3.161 -2.231
C: 1.594 2.560 -1.966
H: 3.449 2.066 -0.180
H: -0.988 -4.434 0.859
H: 0.535 0.304 -2.509
C: 1.172 -0.959 1.245
C: -5.335 -1.402 -0.374
H: 2.410 4.994 -1.011
C: -0.210 0.314 -0.657
C: 0.043 -4.387 0.480
C: 1.749 1.297 0.839
H: -0.717 1.650 1.855
C: 2.602 1.150 -0.260
C: 5.088 4.307 -2.944
H: -4.028 0.380 -0.599
H: 1.019 2.849 -1.239
H: -3.433 -2.346 2.569
O: 2.019 -0.998 2.157
H: 1.154 -3.504 1.985
C: -4.529 -0.552 -0.050
O: 0.506 -2.074 0.398
H: -5.076 -3.711 1.949
H: 2.308 1.144 1.870
H: -0.747 -0.594 -0.505
H: 5.954 4.446 -3.432
H: 3.124 0.232 -0.079
C: -4.969 -2.704 1.630
C: 1.127 0.079 -1.678
C: 0.607 0.210 0.790
C: -1.676 -0.301 2.039
O: -2.564 -0.028 1.066
C: -0.441 0.566 2.052
S: 4.111 2.740 -3.245
H: 0.919 2.430 -3.008
H: 1.253 2.295 0.756
H: -0.625 1.154 -0.740
C: -5.750 -2.550 0.346
C: -3.491 -1.069 1.037
H: 4.839 5.774 -2.042
H: 2.018 -3.717 0.522
H: -1.451 -1.376 2.039
C: 3.145 4.591 -1.629
H: 1.343 -0.725 -1.514
C: -3.897 -2.155 1.565
N: 2.194 1.063 -1.467
H: -2.221 -0.222 3.122
C: 0.974 -3.486 0.961
H: -6.700 -3.033 0.042
H: 0.425 -5.482 0.601
C: 4.356 5.039 -2.302
H: -6.089 -1.097 -1.337
H: -0.013 -4.369 -0.696
H: 0.130 0.481 2.921

SMILES string: CCOC(=O)C1(CCOc2ccccc2)CCN(Cc2cccs2)CC1
E_HOMO: -7.969 eV
Total charge: 0
Max |F|: 18.30 eV/A

=====

Entry 4:
C21H27NO6S4 | ωB97M-V/def2-TZVPD

Geometry (Å):
H: 5.223 1.338 -1.255
H: 6.158 3.080 -2.530
H: -3.284 -3.250 -0.531
H: 0.719 1.053 0.957
H: 2.117 -4.045 -2.043
C: 1.276 -2.031 -0.960
H: -6.516 -1.764 -0.692
C: -0.885 -0.357 0.720
H: 4.686 -3.881 -0.853
O: 7.166 -3.059 -0.853
C: 5.523 4.694 -1.247
H: -8.141 -2.499 -0.846
H: -3.824 -0.320 3.372
N: 0.425 0.284 0.317
H: 5.976 5.442 -1.904
H: 7.164 3.261 -1.089
C: 3.044 -0.658 0.729
C: -3.810 -1.912 1.528
O: -6.589 -1.204 1.856
O: 3.234 3.289 0.648
H: -9.596 0.306 0.940
C: 2.417 -3.164 -1.302
H: 3.260 0.251 1.463
C: 5.692 -1.533 1.114
H: -6.872 1.082 -0.238
C: 6.135 3.309 -1.457
H: 3.433 5.350 -1.121
C: -8.505 0.369 0.981
C: -2.959 -2.362 0.197
H: 5.559 2.157 0.301
S: 7.014 -2.783 0.663
C: 1.521 -0.726 0.057
S: -7.871 -1.284 1.187
H: -9.131 -0.491 -1.569
H: 3.845 4.417 -2.595
H: 6.875 -3.972 1.448
O: 8.383 -2.158 1.139
C: 4.234 -1.782 0.393
C: -7.588 -1.605 -0.547
S: 3.601 3.002 -0.723
S: -0.494 -2.127 -1.677
H: 6.082 -0.465 0.771
C: -8.075 -0.366 -1.296
C: 4.036 4.534 -1.524
H: 5.565 -1.481 2.290
O: -8.941 -2.138 1.662
H: 5.680 5.013 -0.210
O: 2.748 2.237 -1.611
H: -7.513 -0.218 -2.223
C: 5.244 2.300 -0.736
H: -4.795 -2.513 1.767
H: -1.412 1.032 2.722
C: 3.900 -3.041 -0.609
C: -1.788 0.125 2.043
H: -8.454 1.710 -0.732
C: -1.551 -1.605 -0.173
C: -3.215 -0.662 2.414
H: -8.195 0.995 1.819
C: -7.932 0.827 -0.352

SMILES string: O=[SH](=O)Cc1ccc2c(c1)Nc1ccccc1S2.O=S1(=O)CCCC1.O=S1(=O)CCCC1
E_HOMO: -7.595 eV
Total charge: 0
Max |F|: 7.72 eV/A

=====

Entry 5:
C21H27NOP2Tm | ωB97M-V/def2-TZVPD

Geometry (Å):
H: -4.420 0.376 1.257
C: -2.464 0.586 -1.107
H: 0.516 2.281 2.238
N: 0.017 -0.160 -2.227
C: -1.111 3.790 -2.566
P: -2.032 0.699 0.790
H: -0.960 -3.875 1.582
H: -3.687 2.527 0.800
C: 0.262 3.498 -2.510
H: 3.104 -0.076 3.267
H: 1.234 -3.860 1.666
H: -3.620 -1.176 0.847
H: 0.982 4.304 -2.311
C: 3.909 -1.420 -1.603
C: 3.675 -0.053 -1.845
Tm: 0.508 0.560 2.710
H: 4.934 -1.818 -1.476
C: -3.510 -0.227 1.390
C: -0.292 1.143 -2.307
C: 2.827 -2.275 -1.371
C: -2.051 2.776 -2.294
C: -1.211 -0.517 3.950
H: 4.480 0.676 -1.673
C: 2.832 0.265 2.252
H: -3.112 2.975 -2.365
C: 2.052 1.749 -2.491
O: -1.996 -1.082 4.577
H: -3.520 0.868 -1.192
C: 1.522 -1.788 -1.413
H: -1.798 -2.514 2.407
H: 0.593 -3.518 -0.547
H: 1.253 -2.722 3.054
C: 1.295 -0.513 -2.020
C: -1.634 1.503 -1.966
C: 0.386 -2.456 -0.692
P: 0.125 -1.809 1.115
H: 3.333 1.238 2.099
C: 0.695 2.162 -2.510
C: -1.338 -2.849 1.468
H: -2.040 -2.784 0.623
C: 1.403 -2.817 1.968
C: 2.393 0.391 -2.190
H: 2.804 2.479 -2.330
H: 2.958 -3.344 -1.208
C: -2.636 2.406 1.103
H: -0.567 -2.306 -1.197
H: 2.411 -2.487 1.678
H: 3.216 -0.435 1.496
H: -3.382 -0.445 2.458
H: -2.329 -0.462 -1.388
H: -2.003 3.119 0.560
H: -1.461 4.808 -2.737
H: -2.544 2.606 2.180

E_HOMO (alpha / beta): -10.148 / -10.148 eV
Total charge: +1
2S+1: 3
Max |F|: 5.88 eV/A

=====

Entry 6:
C21H28BN7O3PdS | ωB97M-V/def2-TZVPD

Geometry (Å):
H: 2.039 0.868 -5.067
C: -1.547 -2.710 -0.959
H: 4.488 0.886 0.371
H: -2.957 3.384 0.467
H: -0.026 -0.027 -4.060
C: 0.289 -1.166 4.712
H: -1.819 3.099 -4.991
O: 0.535 -1.128 9.021
C: -1.539 2.682 -0.978
C: 3.828 0.020 0.283
H: 4.433 -0.879 0.425
C: -1.878 -3.300 0.372
C: -1.843 -3.196 -2.247
C: 0.212 -1.144 6.097
H: -1.815 1.329 -5.014
H: -2.342 4.068 -2.544
C: -1.823 3.162 -2.273
C: 2.580 -0.011 -3.184
N: -0.736 -1.296 -2.362
C: 3.675 0.006 -2.342
C: 0.113 0.011 3.966
C: -0.169 1.197 4.666
H: 0.367 -2.046 6.675
S: -0.165 0.074 8.564
H: -1.840 -1.383 -5.001
H: 2.041 -0.896 -5.066
C: -1.876 3.289 0.343
H: 0.505 -2.091 4.188
C: 2.555 -0.013 -4.679
O: -1.601 0.057 8.855
N: 1.817 -0.014 -1.102
C: 3.136 0.003 -1.039
Pd: 0.036 -0.040 0.434
H: -0.965 -3.494 0.937
H: -0.313 -2.267 -5.019
N: -0.884 1.537 -1.058
H: -1.490 2.648 1.135
H: 3.574 -0.011 -5.063
O: 0.489 1.324 8.957
B: -0.005 -0.025 -2.865
C: -0.048 0.036 6.773
C: -1.326 -2.264 -4.611
H: -0.066 0.812 2.015
H: -0.289 2.211 -5.028
N: 1.473 -0.023 -2.404
H: -1.845 -3.153 -4.969
H: 3.073 0.066 1.069
N: -0.733 1.250 -2.366
N: -0.884 -1.572 -1.052
C: -1.303 2.211 -4.625
H: -2.483 -2.604 0.954
H: -1.435 4.282 0.442
C: -1.308 -2.263 -3.115
H: 0.193 -0.857 2.024
N: 0.272 0.016 2.609
H: -0.311 2.114 4.103
H: -2.374 -4.099 -2.508
H: 4.715 0.021 -2.629
H: -2.427 -4.235 0.254
H: -0.438 2.122 6.590
C: -1.292 2.218 -3.129
C: -0.241 1.205 6.050

E_HOMO: -1.003 eV
Total charge: -2
Max |F|: 1.88 eV/A

=====

Entry 7:
C21H28ClN3O2Pr | ωB97M-V/def2-TZVPD

Geometry (Å):
H: -5.081 1.060 0.853
H: 2.168 -1.253 -2.605
C: 3.389 0.036 1.216
H: -3.222 -4.524 0.096
C: -3.229 -3.532 -0.369
C: -3.066 1.784 0.322
H: -3.674 -2.830 0.353
H: -5.071 2.238 -0.504
H: 3.993 1.981 1.893
C: 2.965 -1.178 -0.663
H: 0.013 -0.035 -1.728
H: 2.295 -3.956 0.642
H: 2.950 2.012 0.438
H: 2.454 -4.608 -0.999
H: 2.243 1.685 2.038
C: 2.236 -1.933 -1.740
H: -2.372 -0.624 -2.939
C: 3.356 -0.688 2.553
H: 5.434 -0.809 1.032
H: 2.345 -0.675 2.983
C: -0.728 -3.899 -0.345
H: -1.572 3.259 -0.246
C: 0.678 2.045 -0.989
H: 4.054 -0.200 3.245
C: -2.663 3.141 -0.239
C: -2.727 -1.106 -2.012
C: 0.841 -2.354 -1.319
H: 3.668 -1.732 2.419
C: -0.265 -1.505 -1.548
C: -1.831 -3.129 -0.731
H: -3.611 -1.703 -2.254
N: 2.362 -0.543 0.320
C: 0.597 -3.552 -0.636
H: -3.115 3.934 0.366
C: -1.604 -1.937 -1.434
O: -4.424 0.315 -0.974
C: 3.126 1.524 1.403
H: -1.750 1.983 2.049
H: 2.854 -2.791 -2.032
C: -2.793 1.719 1.818
Cl: -0.719 -1.403 2.333
C: -3.144 0.012 -1.105
H: -0.912 -4.825 0.204
O: 4.283 -1.108 -0.676
H: 1.357 -5.379 0.166
C: -4.516 1.429 -0.014
H: -3.888 -3.569 -1.245
N: 1.044 3.049 -1.466
H: -2.982 0.707 2.196
N: -2.308 0.727 -0.384
H: 5.142 0.657 0.033
Pr: -0.079 -0.190 0.109
C: 4.687 -0.250 0.455
H: -3.453 2.431 2.328
H: -3.026 3.227 -1.271
C: 1.738 -4.416 -0.190

E_HOMO (alpha / beta): -1.258 / -0.839 eV
Total charge: -1
2S+1: 3
Max |F|: 4.26 eV/A

=====

Entry 8:
C21H28ClN3O3Ti | ωB97M-V/def2-TZVPD

Geometry (Å):
C: -1.293 -2.740 -0.461
C: 0.045 3.461 0.135
H: 4.165 0.270 -3.737
H: -2.470 0.179 -2.309
N: -1.162 0.387 2.076
C: -3.537 -2.513 -0.477
H: -2.698 -1.522 -2.795
Cl: -0.126 0.765 -1.615
C: 1.071 -2.443 -1.141
H: 0.039 -0.378 2.117
H: -0.101 4.522 0.391
O: -2.399 -3.468 -0.567
H: -2.919 0.864 0.092
N: -1.444 -1.440 -0.307
H: 2.735 4.207 1.778
C: 0.069 -3.362 -0.486
H: -4.111 -0.548 -2.318
C: 2.430 3.624 0.900
C: 1.319 -2.370 -2.533
C: 2.774 1.416 0.577
H: 0.351 -3.509 0.571
C: 3.495 0.136 0.280
H: 0.359 3.386 -0.907
C: -1.604 0.021 3.179
H: -0.281 2.328 2.578
H: -4.514 0.066 -0.003
H: -3.991 -2.630 0.518
H: -0.910 2.941 0.261
C: 1.768 -1.551 -0.353
C: 1.105 2.892 1.052
H: 0.926 -3.224 -4.464
H: 4.533 0.378 0.019
H: -0.545 -2.911 -3.485
H: 1.393 2.540 3.152
C: 2.781 -0.688 -0.758
C: -2.888 -1.151 -0.670
C: 4.020 0.376 -2.651
N: 1.461 1.458 0.719
O: 3.432 2.556 0.710
C: -3.043 -0.731 -2.119
H: 3.679 1.413 -2.434
C: 3.015 -0.622 -2.153
H: -4.258 -2.814 -1.246
C: -3.450 -0.082 0.229
H: 0.497 -4.297 -3.083
Ti: 0.335 -0.386 0.499
C: 0.514 -3.250 -3.445
C: 0.620 2.936 2.481
H: 0.399 3.977 2.757
C: 2.295 -1.479 -2.992
H: 0.003 -4.345 -0.964
H: 4.994 0.251 -2.138
H: 2.485 -1.428 -4.079
H: 2.478 4.261 0.007
H: -3.356 -0.381 1.272
O: -1.886 -0.453 4.216
H: 3.496 -0.428 1.228

E_HOMO (alpha / beta): -2.176 / -2.049 eV
Total charge: -1
2S+1: 2
Max |F|: 5.80 eV/A